A cluster of 2 separate species, C4H9ClOS in total, computed with ωB97M-V with the def2-TZVPD basis set.

```
16
Properties=species:S:1:pos:R:3:forces:R:3
C 0.506 0.204 -2.182 -1.0 -0.6 1.0
C -0.175 -0.079 -1.050 -1.4 -1.1 -0.5
C 0.306 0.107 0.420 1.8 1.3 -2.1
C -0.774 0.399 1.484 0.6 -3.1 -0.4
O 1.065 -1.099 0.679 -3.6 -1.0 -2.6
H 1.406 0.771 -2.097 0.7 0.2 -0.1
H 0.241 -0.176 -3.193 -0.1 0.5 1.0
H -1.174 -0.666 -1.147 1.8 0.9 0.2
H 1.126 0.918 0.396 -1.4 -0.7 0.0
H -0.737 -0.674 2.032 -0.9 2.6 -0.8
H -1.778 0.627 0.999 1.3 -0.1 1.0
H -0.313 1.141 2.130 -0.8 0.2 0.3
H 1.735 -0.940 1.252 3.1 1.0 2.9
S 3.441 -1.715 -1.663 0.9 0.0 -0.5
Cl 4.272 -0.114 -0.720 0.3 0.2 0.0
H 2.415 -1.610 -0.867 -1.3 -0.3 0.5
```
Forces are in eV/Å.

HOMO energy: -0.33787 Eh
Orbital gap: 9.1983 eV
SMILES: C=C[C@@H](C)O.SCl
LUMO: 0.004 eV

=====

A structure of composition C3H5N3, computed with ωB97M-V with the def2-TZVPD basis set.

```
11
Properties=species:S:1:pos:R:3:forces:R:3
C 0.539 -0.249 0.081 5.0 -5.7 -1.1
C -0.105 0.845 -0.027 2.8 6.8 0.6
C -1.386 -0.906 -0.141 -3.0 1.3 1.6
H 2.110 0.565 0.487 1.5 -0.2 -0.5
H 2.539 -1.010 0.103 -1.4 1.5 -0.4
H 0.480 1.850 -0.105 -1.8 -1.8 0.1
H -2.194 1.377 -0.038 2.8 -3.2 0.0
H -2.363 -1.457 -0.239 1.2 0.8 0.3
N 1.969 -0.164 -0.220 0.2 -1.3 2.2
N -1.367 0.594 0.011 -7.2 -1.3 -1.5
N -0.222 -1.444 0.087 -0.1 3.1 -1.3
```
Forces are in eV/Å.

HOMO energy: -0.28567 Eh
Orbital gap: 8.5788 eV
LUMO: 0.805 eV

=====

The ion H4NO2SSi with charge -1, computed with ωB97M-V with the def2-TZVPD basis set.

```
9
Properties=species:S:1:pos:R:3:forces:R:3
N 0.065 0.176 0.473 2.0 5.3 1.1
O 2.260 0.060 -1.144 -0.3 0.3 0.6
O 2.395 0.921 1.222 -0.6 -1.1 -1.4
Si -1.360 -0.327 -0.287 0.0 -2.6 -0.3
S 1.928 -0.174 0.279 0.2 0.4 0.9
H 0.289 1.332 0.814 -1.3 -4.3 -1.4
H -2.564 0.131 0.454 0.0 0.0 0.1
H -1.889 -0.149 -1.777 0.8 0.0 1.1
H -1.125 -1.969 -0.033 -0.7 2.0 -0.7
```
Forces are in eV/Å.

HOMO energy: -0.15311 Eh
Orbital gap: 8.1930 eV
Charge: -1
LUMO: 4.027 eV

=====

A cluster of 2 separate species, C3H9NO3 in total, computed with ωB97M-V with the def2-TZVPD basis set.

```
16
Properties=species:S:1:pos:R:3:forces:R:3
C -0.361 -1.633 -1.098 0.2 0.3 -0.4
C -0.620 -2.472 0.112 0.3 0.3 -0.4
O -0.966 -3.615 0.119 -0.2 -0.4 0.1
O -0.380 -1.770 1.237 0.1 0.2 0.4
H 0.670 -1.276 -1.117 0.0 -0.1 0.2
H -0.986 -0.741 -1.082 -0.1 0.0 0.1
H -0.524 -2.183 -2.020 -0.2 -0.2 0.1
H -0.564 -2.346 1.992 0.0 -0.1 0.0
N 0.280 2.815 -0.610 -0.1 -0.1 -0.1
C 0.876 1.883 0.291 0.1 0.0 0.2
O -0.096 1.328 1.184 -0.1 0.5 -0.3
H -0.519 2.375 -1.050 0.0 0.0 -0.2
H -0.081 3.621 -0.121 0.0 0.1 0.2
H 1.348 1.084 -0.289 0.0 0.0 0.0
H 1.651 2.388 0.874 0.0 0.1 -0.1
H 0.273 0.542 1.577 0.0 -0.5 0.2
```
Forces are in eV/Å.

HOMO energy: -0.36838 Eh
Orbital gap: 10.6103 eV
SMILES: CC(=O)O.NCO
LUMO: 0.586 eV

=====

- Which of these has the highest orbital gap?
  C3H9NO3

=====

What did the third record say?
The ion H4NO2SSi with charge -1, computed with ωB97M-V with the def2-TZVPD basis set.

```
9
Properties=species:S:1:pos:R:3:forces:R:3
N 0.065 0.176 0.473 2.0 5.3 1.1
O 2.260 0.060 -1.144 -0.3 0.3 0.6
O 2.395 0.921 1.222 -0.6 -1.1 -1.4
Si -1.360 -0.327 -0.287 0.0 -2.6 -0.3
S 1.928 -0.174 0.279 0.2 0.4 0.9
H 0.289 1.332 0.814 -1.3 -4.3 -1.4
H -2.564 0.131 0.454 0.0 0.0 0.1
H -1.889 -0.149 -1.777 0.8 0.0 1.1
H -1.125 -1.969 -0.033 -0.7 2.0 -0.7
```
Forces are in eV/Å.

HOMO energy: -0.15311 Eh
Orbital gap: 8.1930 eV
Charge: -1
LUMO: 4.027 eV

=====

- Look up the HOMO energy of the first one.
  -0.33787 Eh

=====

- Look up the HOMO energy of the second one.
  -0.28567 Eh